An isolated molecule of C4H8S. Source: the OMol25 dataset; level of theory: ωB97M-V/def2-TZVPD.

Calculated values
LUMO   0.83 eV
Relative energy (zero: lowest compared OMol25 entry of this formula, charge and spin)   42.7 kcal per mole
E   -15110.5360 eV
Molar mass   88.2 g/mol
Highest occupied orbital energy   -8.8 eV
Structure (SMILES)   CC1(S)CC1

Structure (XYZ):
```
13
Properties=species:S:1:pos:R:3:forces:R:3
C 0.85483 -1.06524 -0.30034 1.095 -0.552 -0.268
C -0.23106 -0.06324 0.09455 3.840 -5.230 6.328
S -1.13292 -0.87615 1.51315 2.519 -0.877 1.087
C -0.97796 0.67987 -0.70829 -2.682 4.359 -5.639
C 0.04531 1.41482 0.27251 -1.229 -0.571 -1.530
H 0.54674 -2.07338 -0.74044 -0.236 1.161 1.394
H 1.69081 -1.16919 0.49621 -1.655 0.017 -1.216
H 1.32938 -0.68299 -1.17374 0.844 0.802 -0.756
H 0.13051 -1.48610 2.17253 -2.765 1.388 -1.382
H -0.68963 0.68802 -1.80714 -0.232 0.073 1.368
H -2.06714 0.77228 -0.65200 0.423 0.124 0.501
H -0.40629 2.01500 1.05533 0.118 -0.530 0.095
H 0.90742 1.84630 -0.22234 -0.040 -0.167 0.018
```
Positions in Å, forces in eV/Å.

Löwdin atomic charges, in units of e: -0.136 -0.926 0.677 -0.199 -0.062 0.101 0.101 0.048 -0.023 0.134 0.108 0.087 0.090